The following is a DFT calculation (ωB97M-V with the def2-TZVPD basis set) of a molecular structure, C18H35Cl10F8NbOP at a distorted geometry.

Summary:
Total charge: -1
Highest occupied orbital energy (eV): -4.255
Maximum force (eV Å⁻¹): 4.02
Multiplicity: 1
LUMO level (eV): 1.76
Frontier orbital gap (eV): 6.013

Last column: Mulliken charge in e.
Atoms and positions in Å:
1 Nb -2.153 0.131 2.525  -0.48
2 Cl 0.754 -0.578 -5.463  -0.09
3 Cl -3.518 -3.698 -3.003  -0.21
4 Cl 3.626 6.929 5.585  -0.21
5 Cl 3.752 -1.937 -1.506  -0.17
6 Cl 0.279 -3.629 -3.929  -0.02
7 Cl -1.031 -1.658 -1.803  -0.16
8 Cl 4.225 4.156 3.692  -0.21
9 Cl 1.415 -6.815 -3.562  -0.21
10 Cl 0.201 -2.189 -8.410  -0.18
11 Cl 5.739 -0.910 -4.086  -0.21
12 P -0.023 -1.176 1.893  0.54
13 F -2.394 4.494 1.964  -0.32
14 F -1.391 0.020 5.419  -0.31
15 F 0.308 0.843 4.309  -0.23
16 F -0.248 3.115 4.872  -0.23
17 F -4.478 2.097 3.059  -0.38
18 F -3.117 -0.541 0.919  -0.63
19 F -1.652 2.292 6.300  -0.33
20 F -2.335 2.954 4.365  -0.24
21 O 0.355 -2.253 3.123  -0.57
22 C -3.646 -2.442 -1.732  -0.46
23 C -4.146 0.794 3.447  0.20
24 C -1.080 0.902 4.404  0.59
25 C 3.011 4.327 4.990  0.05
26 C -1.620 1.937 1.260  -0.77
27 C -1.345 2.327 4.985  0.70
28 C 1.818 -0.593 -6.887  -0.52
29 C 2.431 5.713 5.045  -0.36
30 C -4.441 0.593 4.914  -1.23
31 C -1.023 4.372 1.940  -0.47
32 C -2.756 -1.261 -1.995  -0.27
33 C 0.456 -6.164 -4.919  -0.46
34 C 1.490 -0.130 1.772  -0.84
35 C 1.044 -0.633 -8.177  -0.45
36 C 3.683 -2.488 -3.197  0.14
37 C -0.539 2.944 1.685  -0.23
38 C 5.045 -2.537 -3.836  -0.40
39 C 0.805 -4.732 -5.220  -0.47
40 H 0.671 -6.787 -5.785  0.35
41 H -4.683 -2.117 -1.717  0.36
42 H -2.519 -1.434 3.400  0.04
43 H -0.595 -6.266 -4.662  0.32
44 H 1.330 0.935 1.841  0.09
45 H 2.058 6.024 4.074  0.28
46 H -5.351 1.119 5.194  0.38
47 H 2.417 0.315 -6.851  0.36
48 H -4.626 -0.462 5.064  0.29
49 H 2.001 -0.335 0.839  0.21
50 H 1.879 -4.615 -5.358  0.28
51 H -1.284 1.466 0.334  0.46
52 H 1.295 -2.426 3.127  0.27
53 H 2.216 3.613 4.781  -0.19
54 H 5.746 -3.106 -3.233  0.38
55 H -2.902 -0.858 -2.994  0.39
56 H -0.623 4.735 2.879  0.03
57 H 0.075 2.608 2.508  -0.32
58 H 3.249 -3.487 -3.190  0.06
59 H 3.010 -1.826 -3.736  -0.10
60 H 0.302 -4.414 -6.132  0.18
61 H -3.655 0.898 5.586  0.18
62 H 3.487 4.057 5.928  0.38
63 H 2.178 -0.403 2.565  0.38
64 H 2.480 -1.451 -6.801  0.26
65 H 4.970 -3.000 -4.818  0.28
66 H 0.171 3.042 0.867  0.77
67 H 1.611 5.733 5.759  0.27
68 H -2.975 -0.491 -1.257  0.07
69 H -2.543 2.428 0.977  0.53
70 H -0.661 5.040 1.167  0.36
71 H 1.724 -0.514 -9.018  0.32
72 H -4.843 0.151 2.914  0.62
73 H -3.408 -2.904 -0.779  0.26
74 H 0.298 0.155 -8.214  0.32